A 13-piece molecular cluster, C47H89F6N6O17P overall at a distorted geometry. Source: the OMol25 dataset; level of theory: ωB97M-V with the def2-TZVPD basis set.

```
! wB97M-V def2-TZVPD RIJCOSX def2/J DEFGRID3
* xyz 0 1
C -1.9959 0.6131 -1.3400
C -0.9047 1.2089 -0.3832
C -1.4086 1.1153 1.0642
C -1.4768 -0.2402 1.7132
C -0.1822 -0.9781 1.4752
C 0.5542 -0.9655 0.0896
N 0.3835 0.3277 -0.5891
O 1.2068 0.4617 -1.6992
C -0.0919 -2.0397 -0.8047
C 2.0327 -1.3688 0.1883
C -0.5511 2.7140 -0.7832
H -2.8667 1.2572 -1.4615
H -2.2810 -0.4074 -1.0843
H -1.5814 0.5699 -2.3472
H -2.3592 1.6271 1.2140
H -0.8489 1.8349 1.6618
H -2.3818 -0.7799 1.4342
H -1.8157 -0.1284 2.7431
H -0.5305 -1.9654 1.7787
H 0.4644 -0.7303 2.3169
H 0.4274 -2.9939 -0.7164
H -0.0315 -1.8050 -1.8674
H -1.1263 -2.3708 -0.7134
H 2.5159 -1.7318 -0.7189
H 2.0860 -2.3213 0.7155
H 2.6263 -0.6233 0.7174
H -0.0041 3.0419 -1.6672
H 0.1328 3.1289 -0.0428
H -1.4394 3.3408 -0.7045
P -3.5451 5.5679 1.8926
F -3.7952 7.1528 1.6841
F -2.2530 5.7628 2.8600
F -4.4178 5.5918 3.2664
F -3.4300 3.9585 2.0181
F -4.9055 5.4379 1.0589
F -2.5289 5.4430 0.5232
O 0.0443 -5.6802 -0.7353
C -0.1802 -6.2990 0.3033
N -0.9917 -7.3674 0.3467
C 0.5075 -5.8413 1.6420
H -1.3201 -7.6880 -0.5530
H -1.2950 -7.6936 1.2532
H 0.1738 -6.5704 2.3803
H 0.3986 -4.7733 1.8307
H 1.5475 -6.1467 1.5273
O -0.0218 5.8475 -1.1442
C -0.6927 5.8226 -2.1103
N -1.9946 5.8486 -2.0504
C -0.0344 5.6176 -3.4248
H -2.5468 5.8834 -1.2055
H -2.4838 5.8392 -2.9340
H 0.1663 6.5116 -4.0153
H -0.7941 5.1310 -4.0365
H 0.8860 5.0342 -3.4019
O -2.8397 -3.4578 -2.1000
C -2.8657 -4.4246 -2.8243
N -2.4574 -5.5718 -2.3357
C -3.4220 -4.3121 -4.2671
H -2.0161 -5.7424 -1.4434
H -2.4085 -6.2648 -3.0688
H -2.5234 -4.4749 -4.8622
H -3.8157 -3.2982 -4.3385
H -4.1090 -5.0989 -4.5788
O 1.3346 1.5786 2.6848
C 2.2504 2.4138 2.7448
N 2.6142 3.2481 1.8039
C 2.8176 2.5267 4.1048
H 3.3732 3.8755 2.0281
H 2.1635 3.1741 0.9031
H 3.2845 1.5547 4.2637
H 1.9677 2.5122 4.7871
H 3.3528 3.4271 4.4065
C 8.0171 -1.2963 3.1014
C 6.6461 -2.0166 2.8779
N 5.4984 -1.1719 2.9521
C 4.3178 -2.1287 2.8910
C 3.8307 -2.6286 4.1801
C 5.3907 -0.1479 1.8783
C 5.5677 -0.7227 0.3820
H 8.8046 -2.0267 3.2866
H 8.0415 -0.6114 3.9490
H 8.3428 -0.6722 2.2691
H 6.8373 -2.5460 1.9445
H 6.5697 -2.9177 3.4863
H 3.3695 -1.7222 2.5397
H 4.6231 -2.8399 2.1235
H 3.1039 -3.4353 4.0844
H 4.6357 -2.8613 4.8772
H 3.4089 -1.7547 4.6766
H 6.2316 0.4995 2.1271
H 4.4036 0.3143 1.8924
H 5.1061 0.0717 -0.2044
H 5.1247 -1.6800 0.1073
H 6.6242 -0.7261 0.1137
O 4.3089 0.7634 -5.4430
C 4.1569 -0.3275 -4.9797
O 2.8832 -0.8179 -4.8327
C 2.8971 -2.1463 -4.2963
C 4.2533 -2.1804 -3.5355
C 5.1690 -1.2974 -4.4203
H 2.9050 -2.7962 -5.1713
H 1.9430 -2.3211 -3.7990
H 4.5785 -3.2198 -3.5792
H 4.1817 -1.8126 -2.5119
H 5.7865 -1.6940 -5.2262
H 5.8455 -0.7524 -3.7619
O 4.7766 4.9272 -0.2607
C 4.3909 4.2967 -1.2318
O 3.2449 3.4467 -1.1915
C 2.8630 2.8745 -2.4735
C 3.6528 3.7745 -3.4536
C 4.8213 4.3790 -2.7039
H 1.7746 2.8661 -2.5314
H 3.1768 1.8311 -2.5022
H 3.0026 4.5419 -3.8735
H 3.9924 3.2030 -4.3174
H 4.9264 5.4271 -2.9843
H 5.8258 4.0271 -2.9393
O -3.5263 0.1832 4.5847
C -2.9041 0.7493 5.4533
O -1.5809 0.9761 5.3431
C -1.0814 1.6235 6.4865
C -2.1345 1.7967 7.5231
C -3.4590 1.6156 6.6679
H -0.6568 2.6033 6.2681
H -0.3019 1.0003 6.9247
H -2.1794 2.7906 7.9683
H -2.2008 1.1515 8.3991
H -3.9221 2.5212 6.2762
H -4.2189 1.1422 7.2897
O -0.0774 2.2077 -4.4835
C -0.2508 1.1706 -5.0595
O -0.3558 0.0028 -4.3378
C -0.4894 -1.1564 -5.2910
C 0.1229 -0.5708 -6.5737
C -0.3344 0.9065 -6.5724
H -1.5735 -1.2447 -5.3618
H -0.1876 -2.1728 -5.0383
H -0.3063 -0.9125 -7.5156
H 1.2035 -0.5481 -6.7148
H -1.4121 0.9969 -6.7079
H 0.1850 1.6551 -7.1707
O -5.9253 0.5890 -1.7273
C -6.5834 1.1596 -0.8009
O -7.7436 0.5667 -0.1312
C -8.1478 1.3087 0.9933
C -6.9569 2.1411 1.3437
C -6.0855 2.2124 0.0859
H -8.2549 0.7100 1.8979
H -9.0996 1.8345 0.9179
H -6.5533 1.7937 2.2948
H -7.3155 3.1619 1.4759
H -5.1364 1.9095 0.5280
H -6.1409 3.1575 -0.4543
O -3.2686 -6.1202 2.0134
C -3.8305 -4.9947 1.7857
O -3.6010 -3.8932 2.4474
C -4.5295 -2.8577 2.0693
C -5.1644 -3.2798 0.7770
C -4.9496 -4.7837 0.8489
H -3.9876 -1.9324 1.8738
H -5.1640 -2.7216 2.9450
H -4.6895 -2.7852 -0.0703
H -6.2422 -3.1177 0.7831
H -4.7014 -5.2196 -0.1188
H -5.8854 -5.1455 1.2748
*
```

Summary:
total energy = -4392.43585 hartree
HOMO level = -8.52 eV

A 8-piece molecular cluster, C47H90BrF3O15PSSi overall at a distorted geometry. Source: the OMol25 dataset; level of theory: ωB97M-V with the def2-TZVPD basis set.

```
! wB97M-V def2-TZVPD RIJCOSX def2/J DEFGRID3
* xyz -1 1
C 5.9584 -4.0309 -1.4412
Si 5.8360 -2.1540 -1.7273
C 5.2942 -1.3886 -0.1011
C 7.5455 -1.5758 -2.3153
C 8.0948 -0.2850 -1.6257
C 7.9371 0.9970 -2.5020
C 7.3040 2.2159 -1.7640
C 6.2138 2.9190 -2.5956
C 5.0026 2.0048 -2.9569
C 3.6278 2.3940 -2.2925
C 2.7956 1.1140 -2.0979
P 1.3345 1.2547 -0.8545
O 0.1056 1.3787 0.3442
S 2.8499 1.4395 0.7828
Br 1.4519 -1.1382 -0.5534
C 0.1061 0.9527 -2.2744
C -1.4101 0.8876 -1.9741
C -1.9490 -0.4556 -1.4939
F -3.3093 -0.4781 -1.8172
F -1.9186 -0.6465 -0.1780
F -1.4401 -1.5008 -2.1538
C 4.5518 -1.9671 -3.1155
C 3.3340 -2.6337 -3.0760
C 2.4280 -2.4991 -4.0980
C 2.7079 -1.7198 -5.2055
C 3.9046 -1.0466 -5.2713
C 4.7984 -1.1776 -4.2300
H 6.3466 -4.5340 -2.3364
H 6.5976 -4.2819 -0.5865
H 4.9637 -4.4471 -1.2362
H 6.1230 -1.2159 0.5947
H 4.8543 -0.3999 -0.2911
H 4.5089 -2.0037 0.3498
H 7.5547 -1.4153 -3.3993
H 8.2486 -2.3924 -2.1054
H 9.1702 -0.4574 -1.4826
H 7.6936 -0.1303 -0.6193
H 8.9624 1.2843 -2.7713
H 7.4338 0.7319 -3.4386
H 6.9084 1.8607 -0.8131
H 8.1035 2.9326 -1.5587
H 6.6567 3.2644 -3.5409
H 5.8646 3.7958 -2.0333
H 4.8497 1.9081 -4.0369
H 5.2332 1.0038 -2.5713
H 3.1561 3.1105 -2.9775
H 3.8618 2.9268 -1.3652
H 3.4006 0.2656 -1.7750
H 2.4261 0.8294 -3.0954
H 1.3052 2.6928 -1.0232
H -0.0296 2.3052 0.5663
H 2.7340 0.3512 1.5652
H 0.2445 1.7751 -2.9933
H 0.3689 0.0368 -2.8113
H -1.7859 1.7014 -1.3532
H -1.9189 1.0129 -2.9429
H 3.0730 -3.2795 -2.2415
H 1.4573 -2.9895 -4.0869
H 1.9606 -1.6272 -5.9892
H 4.1674 -0.4123 -6.1137
H 5.7495 -0.6507 -4.2693
O 7.2027 3.4650 0.7953
C 6.5210 4.3121 1.3039
O 7.1132 5.3320 1.9703
C 6.3983 6.4840 2.4122
C 5.7658 6.2614 3.7708
C 5.0253 4.2177 1.2744
H 5.6697 6.8011 1.6636
H 7.1387 7.2818 2.4802
H 5.0261 5.4625 3.7433
H 5.2773 7.1735 4.1208
H 6.5211 5.9686 4.4999
H 4.6855 3.6174 2.1173
H 4.7425 3.7170 0.3539
H 4.5159 5.1800 1.2810
O -8.5631 -4.1905 -0.1611
C -7.5201 -3.6308 -0.3721
O -6.7936 -3.9745 -1.4492
C -5.6548 -3.2293 -1.8995
C -4.3913 -3.6688 -1.1950
C -6.9638 -2.6082 0.5907
H -5.8289 -2.1563 -1.8097
H -5.5676 -3.4384 -2.9654
H -4.4432 -3.4818 -0.1221
H -3.5274 -3.1377 -1.5955
H -4.2360 -4.7403 -1.3259
H -6.3891 -3.1230 1.3601
H -7.7988 -2.0912 1.0582
H -6.3434 -1.8493 0.1199
O 1.9531 -5.5399 1.9840
C 0.7636 -5.4025 2.0523
O -0.0469 -6.3317 1.5018
C -1.4617 -6.3302 1.7056
C -2.1338 -5.4175 0.7002
C 0.1274 -4.1749 2.6573
H -1.7171 -6.0737 2.7351
H -1.7896 -7.3585 1.5549
H -1.8099 -4.3836 0.8221
H -3.2186 -5.4534 0.8032
H -1.8669 -5.7160 -0.3144
H 0.0347 -3.4056 1.8912
H 0.7727 -3.8080 3.4518
H -0.8461 -4.3657 3.1041
O -2.9723 -4.8537 5.5898
C -2.2056 -4.2313 6.2732
O -2.6908 -3.3799 7.1989
C -1.8789 -2.7536 8.1942
C -1.2561 -1.4718 7.6803
C -0.7143 -4.3149 6.0621
H -1.1341 -3.4490 8.5847
H -2.5525 -2.5260 9.0197
H -0.5810 -1.6590 6.8452
H -0.6949 -0.9741 8.4721
H -2.0304 -0.7940 7.3201
H -0.4275 -3.5946 5.2993
H -0.4725 -5.3166 5.7138
H -0.1277 -4.1476 6.9626
O -6.6167 1.2023 -7.7083
C -6.4871 0.2121 -7.0396
O -6.6161 -0.9957 -7.6224
C -6.2790 -2.2210 -6.9649
C -7.4396 -2.7340 -6.1407
C -6.2696 0.2857 -5.5468
H -5.3670 -2.1125 -6.3754
H -6.0480 -2.9295 -7.7599
H -7.7016 -2.0405 -5.3428
H -7.1997 -3.6997 -5.6929
H -8.3262 -2.8497 -6.7653
H -7.2384 0.3408 -5.0494
H -5.7051 1.1894 -5.3291
H -5.7014 -0.5476 -5.1408
O -9.4936 -1.0896 -3.9808
C -10.0868 -0.1585 -3.5102
O -9.4002 0.7723 -2.8188
C -9.9599 2.0184 -2.3977
C -10.6665 1.8892 -1.0641
C -11.5893 -0.0503 -3.6012
H -10.6054 2.4376 -3.1712
H -9.1154 2.6989 -2.2977
H -11.5146 1.2062 -1.1231
H -11.0289 2.8610 -0.7271
H -9.9848 1.4895 -0.3130
H -12.0329 -0.5952 -2.7684
H -11.9075 -0.5083 -4.5346
H -11.9591 0.9725 -3.6069
O 4.4199 4.7654 6.2781
C 3.7265 5.6159 6.7578
O 4.3046 6.6501 7.4096
C 3.5911 7.8131 7.8289
C 2.9542 7.6171 9.1895
C 2.2195 5.5178 6.7248
H 2.8669 8.1210 7.0728
H 4.3347 8.6074 7.8867
H 2.2088 6.8216 9.1728
H 2.4704 8.5363 9.5226
H 3.7101 7.3333 9.9224
H 1.8848 4.9349 7.5824
H 1.9325 5.0016 5.8117
H 1.7130 6.4805 6.7180
*
```

Summary:
total energy = -6876.22883 hartree
HOMO level = -5.02 eV

| no. | orbital gap (eV) | E_LUMO (eV) |
| --- | --- | --- |
| 1 | 5.0 | -3.56 |
| 2 | 6.7 | 1.72 |